Here is C5H9NO as an isolated structure from OMol25. Energies are from wB97M-V/def2-TZVPD.

Structure (ORCA input):
```
! wB97M-V def2-TZVPD RIJCOSX def2/J DEFGRID3
* xyz 0 1
C -1.89 0.03 -0.39
C -0.44 0.36 -0.67
N 0.38 1.10 0.36
C 0.39 -0.06 1.30
C 0.69 -0.65 -0.43
O 0.84 -1.95 -0.56
C 1.61 0.58 -0.35
H -2.46 0.94 -0.16
H -2.34 -0.42 -1.28
H -2.02 -0.68 0.43
H -0.35 0.85 -1.65
H -0.55 -0.21 1.82
H 1.24 -0.03 1.99
H 0.62 -1.45 0.60
H 1.80 1.08 -1.30
H 2.50 0.54 0.28
*
```

HOMO level ... -9.056 eV
Orbital gap ... 10.04 eV
Lowest unoccupied orbital energy ... 0.0360 Eh

Here is a 2-piece molecular cluster, CH4O4Si overall at a distorted geometry from OMol25. Energies are from wB97M-V/def2-TZVPD.

Structure (ORCA input):
```
! wB97M-V def2-TZVPD RIJCOSX def2/J DEFGRID3
* xyz 0 1
O 2.69 1.14 0.73
C 2.26 0.35 0.03
O 2.06 0.07 -1.24
O 2.13 -0.91 -0.19
O -0.94 0.93 0.53
Si -1.66 -0.58 0.14
H -1.12 1.73 0.02
H -2.88 -0.79 1.14
H -0.56 -1.55 0.27
H -1.98 -0.38 -1.42
*
```

HOMO level ... -11.123 eV
SMILES string ... O=C1OO1.O[SiH3]
Orbital gap ... 11.66 eV
Lowest unoccupied orbital energy ... 0.0198 Eh

Here is one molecule with the formula C8H16N2O at a distorted geometry from OMol25. Energies are from wB97M-V/def2-TZVPD.

Structure (ORCA input):
```
! wB97M-V def2-TZVPD RIJCOSX def2/J DEFGRID3
* xyz 0 1
C 1.60 1.56 -1.77
C 0.43 0.70 -1.29
C 0.29 0.37 0.20
C 1.43 -0.47 0.74
N 0.10 1.66 0.79
C -1.18 1.99 0.92
O -1.81 2.96 1.30
N -1.86 0.94 0.39
C -1.08 -0.33 0.43
C -1.57 -1.26 -0.65
C -1.39 -0.87 1.84
H 1.84 1.24 -2.83
H 2.49 1.26 -1.10
H 1.43 2.61 -1.74
H 0.58 -0.35 -1.75
H -0.49 1.09 -1.67
H 2.38 0.00 1.04
H 1.70 -1.19 -0.05
H 1.17 -1.04 1.55
H 0.83 2.15 1.20
H -2.87 0.83 0.52
H -2.45 -1.88 -0.32
H -0.78 -2.11 -0.77
H -1.65 -0.84 -1.61
H -2.28 -1.40 1.90
H -1.41 -0.04 2.58
H -0.68 -1.49 2.24
*
```

HOMO level ... -9.090 eV
SMILES string ... CC[C@@]1(C)NC(=O)NC1(C)C
Orbital gap ... 9.74 eV
Lowest unoccupied orbital energy ... 0.0240 Eh

Here is C4H7NO as an isolated structure at a distorted geometry from OMol25. Energies are from wB97M-V/def2-TZVPD.

Structure (ORCA input):
```
! wB97M-V def2-TZVPD RIJCOSX def2/J DEFGRID3
* xyz 0 1
C -1.07 1.38 0.28
C 0.05 0.62 -0.38
C 1.01 -0.68 0.64
N 1.21 -1.26 -0.69
C -0.11 -0.75 -0.86
O -1.14 -1.35 -1.00
H -1.90 1.70 -0.37
H -1.49 0.75 1.06
H -0.65 2.29 0.73
H 0.58 1.25 -1.12
H 0.47 -1.41 1.30
H 1.85 -0.26 1.18
H 1.20 -2.28 -0.77
*
```

HOMO level ... -9.681 eV
Orbital gap ... 10.71 eV
Lowest unoccupied orbital energy ... 0.0379 Eh